[1]
Below is a 15-piece molecular cluster, C30H90O15 overall, with properties calculated with wB97M-V/def2-TZVPD.

The geometry in XYZ format:
```
135
C30H90O15 | OMol25 | wB97M-V/def2-TZVPD
O -2.85 3.81 -0.99
H -2.66 4.22 -0.14
H -1.99 3.48 -1.28
O -1.66 4.25 1.76
H -1.26 3.39 1.93
H -1.45 4.78 2.53
O 3.11 -0.03 -3.57
H 3.62 -0.74 -3.18
H 2.78 0.47 -2.81
O -2.46 -2.90 -3.79
H -2.63 -3.24 -2.90
H -2.30 -1.95 -3.67
O -0.11 4.21 -1.28
H 0.64 4.37 -0.70
H -0.01 4.86 -1.99
C 3.13 4.91 2.06
C 2.39 4.69 3.41
C 1.82 3.28 3.53
O 3.26 5.01 4.46
H 4.10 4.42 2.09
H 3.32 5.97 1.90
H 2.51 4.59 1.22
H 1.58 5.43 3.32
H 2.68 2.61 3.58
H 1.26 3.00 2.63
H 1.18 3.18 4.41
H 3.94 4.34 4.54
C 0.20 -3.39 3.69
C 1.25 -2.48 3.02
C 0.99 -1.03 3.37
O 2.56 -2.81 3.45
H 0.50 -4.44 3.71
H -0.67 -3.39 3.03
H -0.16 -3.21 4.70
H 1.18 -2.60 1.94
H 1.03 -0.94 4.46
H 0.04 -0.68 2.99
H 1.76 -0.33 3.05
H 2.69 -3.76 3.54
C -7.11 0.53 0.72
C -5.97 -0.16 -0.03
C -4.62 0.45 0.30
O -5.91 -1.54 0.33
H -7.09 1.60 0.54
H -6.81 0.36 1.76
H -8.09 0.08 0.62
H -6.08 -0.05 -1.12
H -4.66 1.54 0.27
H -3.87 0.00 -0.35
H -4.40 0.18 1.33
H -6.70 -1.99 0.02
C 2.37 3.26 -3.65
C 3.51 3.67 -2.73
C 4.30 2.48 -2.19
O 4.43 4.45 -3.50
H 1.59 2.58 -3.26
H 2.72 2.57 -4.43
H 1.77 4.07 -4.06
H 3.11 4.30 -1.93
H 3.56 1.92 -1.61
H 5.11 2.80 -1.53
H 4.71 1.76 -2.89
H 4.74 3.92 -4.24
C 4.27 -0.30 1.30
C 4.96 -0.44 -0.05
C 6.21 -1.36 0.05
O 4.10 -1.13 -0.95
H 3.40 0.37 1.25
H 4.94 0.05 2.09
H 3.88 -1.26 1.62
H 5.35 0.50 -0.43
H 6.57 -1.53 -0.96
H 5.92 -2.33 0.47
H 6.97 -0.99 0.74
H 3.97 -2.06 -0.77
C -0.60 -1.26 -0.48
C -0.46 0.22 -0.80
C 0.36 0.91 0.25
O 0.31 0.34 -1.99
H -1.24 -1.42 0.39
H 0.36 -1.77 -0.35
H -1.09 -1.81 -1.29
H -1.42 0.74 -0.84
H 0.44 1.96 -0.07
H 1.40 0.58 0.23
H -0.09 0.91 1.25
H -0.22 0.05 -2.76
C -2.61 0.34 3.69
C -2.61 1.62 4.53
C -3.83 2.53 4.36
O -2.47 1.30 5.90
H -3.57 -0.18 3.86
H -1.80 -0.30 4.03
H -2.57 0.44 2.61
H -1.69 2.14 4.25
H -4.15 2.70 3.33
H -3.48 3.53 4.66
H -4.62 2.29 5.06
H -3.16 0.67 6.16
C 1.92 -3.77 -1.97
C 2.35 -4.01 -0.50
C 1.78 -5.27 0.13
O 3.79 -4.08 -0.45
H 2.36 -4.53 -2.61
H 2.19 -2.74 -2.19
H 0.83 -3.80 -2.12
H 2.15 -3.08 0.04
H 2.23 -6.07 -0.46
H 0.71 -5.33 -0.05
H 1.94 -5.26 1.20
H 4.04 -4.97 -0.74
C -1.10 0.38 -6.51
C -0.78 0.73 -5.06
C -1.15 2.16 -4.74
O -1.43 -0.13 -4.10
H -1.32 -0.68 -6.64
H -0.33 0.74 -7.18
H -2.02 0.91 -6.77
H 0.30 0.55 -4.94
H -2.23 2.28 -4.87
H -0.68 2.89 -5.40
H -0.95 2.46 -3.71
H -2.20 0.39 -3.82
C -4.04 -5.32 0.28
C -3.17 -4.17 -0.14
C -1.92 -4.71 -0.79
O -3.86 -3.37 -1.11
H -3.46 -5.95 0.97
H -4.31 -5.99 -0.54
H -4.91 -4.99 0.85
H -2.99 -3.56 0.76
H -1.40 -5.36 -0.08
H -1.15 -3.97 -1.00
H -2.07 -5.31 -1.69
H -4.77 -3.26 -0.82
```

HOMO level	-9.95	eV
HOMO-LUMO gap	10.24	eV
energy relative to the best compared isomer or geometry (same formula, charge and spin)	196.03	kJ/mol
net charge	0
calculated total energy	-2325.544004	hartree

[2]
Below is a 15-piece molecular cluster, C30H90O30 overall, with properties calculated with wB97M-V/def2-TZVPD.

The geometry in XYZ format:
```
150
C30H90O30 | OMol25 | wB97M-V/def2-TZVPD
C 3.21 3.75 1.38
C 4.58 3.59 0.75
O 4.44 3.40 -0.68
O 2.24 2.68 1.22
H 2.75 4.58 0.89
H 3.35 3.91 2.46
H 5.14 2.70 1.05
H 5.25 4.43 0.84
H 4.66 2.48 -0.81
H 2.73 1.89 1.56
C 2.21 2.33 -3.24
C 1.29 3.04 -4.23
O 0.07 2.43 -4.56
O 3.07 1.37 -3.81
H 1.67 1.85 -2.41
H 2.87 3.04 -2.74
H 1.88 3.27 -5.13
H 0.96 4.00 -3.87
H 0.28 1.59 -5.01
H 2.54 0.83 -4.41
C -1.99 -5.38 1.68
C -2.49 -4.06 1.20
O -2.39 -2.98 2.15
O -0.56 -5.42 1.96
H -2.33 -6.11 0.95
H -2.42 -5.55 2.64
H -3.51 -4.15 0.85
H -1.83 -3.79 0.34
H -3.04 -2.97 2.85
H -0.22 -5.96 1.21
C 3.58 -1.73 -0.57
C 3.61 -0.24 -0.84
O 5.01 0.20 -0.77
O 4.06 -2.53 -1.65
H 2.61 -2.13 -0.41
H 4.25 -1.81 0.28
H 3.02 0.31 -0.11
H 3.22 -0.03 -1.83
H 5.24 0.50 -1.69
H 4.88 -2.14 -1.95
C 0.30 -1.21 -4.24
C 0.89 -2.59 -4.72
O 0.80 -2.64 -6.13
O 0.84 -0.20 -5.07
H 0.54 -0.98 -3.19
H -0.78 -1.20 -4.41
H 0.30 -3.36 -4.30
H 1.94 -2.59 -4.42
H 1.29 -3.40 -6.46
H 1.04 -0.53 -5.97
C 0.15 0.36 0.82
C -0.89 -0.63 0.37
O -0.59 -1.17 -0.90
O 0.19 1.38 -0.17
H 1.15 -0.14 0.89
H -0.14 0.77 1.80
H -1.84 -0.08 0.31
H -1.01 -1.50 1.01
H -0.95 -0.59 -1.58
H 0.80 2.04 0.22
C -5.53 -1.78 1.29
C -4.34 -0.89 1.13
O -4.58 0.16 0.32
O -5.91 -2.36 -0.03
H -6.38 -1.33 1.82
H -5.25 -2.67 1.89
H -3.53 -1.51 0.78
H -4.01 -0.52 2.11
H -4.74 -0.21 -0.54
H -6.24 -1.63 -0.58
C 0.35 5.18 0.27
C 0.11 4.40 -1.03
O -0.25 5.17 -2.09
O 1.36 6.13 0.13
H 0.66 4.46 1.04
H -0.53 5.73 0.61
H -0.65 3.63 -0.87
H 1.09 3.97 -1.24
H -1.18 5.02 -2.31
H 1.48 6.28 -0.83
C -3.26 2.76 -3.08
C -2.58 1.83 -2.09
O -1.62 0.86 -2.65
O -2.53 3.97 -3.38
H -4.20 3.10 -2.70
H -3.49 2.24 -4.02
H -3.23 1.14 -1.57
H -2.04 2.46 -1.39
H -0.93 1.33 -3.12
H -2.01 3.72 -4.18
C -4.38 -1.73 -3.39
C -3.52 -2.68 -2.66
O -4.21 -3.62 -1.84
O -4.87 -0.76 -2.50
H -5.24 -2.11 -3.94
H -3.63 -1.23 -4.04
H -2.78 -2.12 -2.06
H -2.87 -3.22 -3.33
H -4.69 -3.12 -1.19
H -5.31 -0.01 -2.95
C 0.41 3.51 4.75
C 0.86 2.08 4.32
O -0.22 1.16 4.63
O -0.43 4.22 3.88
H 1.35 4.12 4.77
H -0.05 3.42 5.77
H 1.80 1.84 4.79
H 1.06 2.00 3.28
H 0.12 0.34 5.02
H -1.23 3.67 3.82
C -2.57 2.75 1.52
C -3.17 2.17 2.79
O -2.50 2.60 3.99
O -2.78 4.17 1.33
H -2.95 2.16 0.66
H -1.51 2.47 1.65
H -3.01 1.12 2.69
H -4.23 2.40 2.91
H -1.90 1.90 4.31
H -2.09 4.58 1.85
C 0.74 -4.03 -1.31
C 0.90 -5.50 -1.39
O -0.26 -6.10 -0.93
O -0.46 -3.60 -2.02
H 1.62 -3.51 -1.64
H 0.56 -3.75 -0.24
H 1.84 -5.75 -0.88
H 1.11 -5.69 -2.45
H -0.90 -5.56 -1.44
H -0.74 -2.80 -1.54
C 0.40 -1.80 3.87
C 1.24 -2.90 3.20
O 2.26 -2.21 2.34
O 1.04 -1.19 4.95
H -0.52 -2.23 4.27
H 0.17 -1.08 3.09
H 0.51 -3.46 2.61
H 1.75 -3.55 3.90
H 2.75 -2.89 1.87
H 1.99 -1.27 4.94
C 4.54 0.29 3.24
C 4.97 -1.11 3.57
O 4.16 -1.61 4.71
O 3.22 0.25 2.73
H 5.22 0.70 2.51
H 4.57 0.88 4.16
H 6.02 -1.13 3.90
H 4.83 -1.78 2.74
H 4.22 -2.57 4.64
H 2.85 -0.67 2.73
```

HOMO level	-9.33	eV
HOMO-LUMO gap	9.38	eV
energy relative to the best compared isomer or geometry (same formula, charge and spin)	49.46	kJ/mol
net charge	0
calculated total energy	-3454.017463	hartree